## one
ORCA calculation (ωB97M-V with the def2-TZVPD basis set) on the molecule C2H3ClN2O.

CARTESIAN COORDINATES (ANGSTROEM)
C  0.815  0.358  0.608
N  1.481  1.217  -0.282
O  -0.486  0.232  0.695
Cl  1.628  -1.339  0.680
H  -1.867  -0.964  -0.045
H  -0.439  -0.943  -0.973
C  -1.138  -0.383  -0.497
N  1.662  1.467  0.917
H  -1.657  0.354  -1.105

**Structure (SMILES)**: COC1(Cl)N=N1
**HOMO energy**: -10.4 eV
**LUMO level**: -0.05 eV
**Kohn-Sham gap**: 10.36 eV
**Spin multiplicity**: 1
**Molecular weight**: 106.512 g mol⁻¹

=====

## two
ORCA calculation (ωB97M-V with the def2-TZVPD basis set) on the molecule C2H3ClN2O.

CARTESIAN COORDINATES (ANGSTROEM)
H  0.827  -0.962  2.072
C  -0.961  -0.209  -0.517
H  1.224  -0.865  0.214
Cl  0.038  2.154  -1.686
N  -1.726  -0.067  -1.482
H  0.967  0.555  1.187
N  -0.251  0.353  -1.600
C  0.618  -0.384  1.133
O  -0.735  -0.574  0.681

**Structure (SMILES)**: COC1=NN1Cl
**HOMO energy**: -9.7 eV
**LUMO level**: 0.37 eV
**Kohn-Sham gap**: 10.07 eV
**Spin multiplicity**: 1
**Molecular weight**: 106.512 g mol⁻¹

=====

Unit: eV. Relative energies: one 0.000; two 1.623.